{
  "formula": "C22H22N2O3",
  "method": "ωB97M-V/def2-TZVPD",
  "species": ["C", "H", "O", "C", "C", "C", "C", "C", "C", "C", "C", "C", "C", "C", "O", "N", "C", "C", "C", "C", "C", "C", "H", "H", "N", "C", "H", "C", "H", "O", "C", "C", "H", "H", "H", "H", "H", "H", "H", "H", "H", "H", "H", "H", "H", "H", "H", "H", "H"],
  "coordinates": [[-2.516259, 0.001873, -1.654690], [-3.262271, 0.736500, -1.356133], [-1.430237, 0.744018, -2.147753], [-0.309543, 0.077063, -2.536273], [-0.189389, -1.286896, -2.609428], [0.999788, -1.890404, -3.070690], [1.140096, -3.291001, -3.148276], [2.295749, -3.852877, -3.616493], [3.364093, -3.042714, -4.029257], [3.259575, -1.680642, -3.963968], [2.082322, -1.073044, -3.484554], [1.938778, 0.326266, -3.394018], [0.794650, 0.896629, -2.906572], [0.695686, 2.385291, -2.833513], [0.945615, 3.099230, -3.785408], [0.318847, 2.924992, -1.643703], [0.050650, 2.293661, -0.422386], [0.810144, 1.226030, 0.045412], [0.502834, 0.615504, 1.243800], [-0.552684, 1.070032, 2.043777], [-1.285807, 2.169983, 1.582196], [-0.989141, 2.763540, 0.373482], [-1.574359, 3.607272, 0.036995], [-2.089991, 2.576562, 2.174032], [-0.864833, 0.441061, 3.227016], [-2.084227, 0.738404, 3.944308], [-2.020997, 1.691516, 4.492443], [-2.365347, -0.393168, 4.929450], [-2.463394, -1.336917, 4.372021], [-1.358449, -0.522553, 5.912710], [-0.084927, -0.104623, 5.466052], [0.116359, -0.324020, 3.967423], [1.123348, 0.006901, 3.701946], [0.030538, -1.396995, 3.741777], [0.646197, -0.682345, 6.037126], [0.059573, 0.962116, 5.695754], [-3.299581, -0.209291, 5.466355], [-2.914491, 0.800505, 3.235265], [1.092164, -0.232855, 1.553855], [1.644771, 0.862288, -0.533260], [0.106349, 3.914290, -1.690078], [2.754828, 0.965148, -3.699260], [4.076701, -1.048611, -4.280535], [4.268002, -3.504336, -4.398523], [2.393335, -4.927318, -3.673560], [0.315651, -3.915141, -2.833204], [-1.004668, -1.934627, -2.326041], [-2.226016, -0.593305, -0.782685], [-2.940033, -0.652990, -2.422933]],
  "forces_ev_per_a": [[-0.2, -0.2, 0.1], [0.0, -0.1, 0.0], [0.5, 0.0, -0.4], [-0.1, -0.3, 0.0], [-0.3, 0.3, 0.2], [0.3, 0.2, -0.1], [0.1, -0.2, 0.0], [-0.2, -0.1, 0.1], [0.2, 0.2, -0.1], [0.1, -0.2, 0.0], [-0.2, -0.2, 0.1], [-0.3, 0.3, 0.2], [0.0, -0.2, -0.3], [0.0, 0.1, 0.0], [0.1, 0.0, -0.2], [-0.1, 0.6, 0.0], [0.0, -0.2, 0.5], [0.0, 0.3, 0.0], [0.0, 0.0, 0.1], [0.0, 0.0, -0.2], [0.0, -0.1, 0.2], [0.2, -0.1, -0.3], [-0.1, 0.1, -0.1], [-0.1, 0.0, 0.1], [-0.1, -0.1, 0.3], [0.0, -0.1, 0.2], [-0.1, 0.0, -0.1], [-0.3, 0.1, -0.2], [0.0, 0.1, 0.0], [0.0, 0.0, 0.1], [0.3, 0.1, -0.1], [0.0, -0.2, 0.2], [0.0, -0.1, 0.0], [0.2, 0.1, 0.0], [0.0, 0.1, -0.1], [0.0, -0.1, 0.0], [0.0, 0.0, -0.1], [0.0, 0.0, 0.1], [0.0, -0.1, 0.0], [0.1, 0.0, 0.0], [0.1, -0.2, -0.1], [0.1, 0.1, 0.0], [0.1, 0.0, 0.0], [0.1, 0.0, 0.0], [0.0, -0.1, 0.0], [-0.1, -0.1, 0.0], [-0.1, 0.0, 0.0], [0.0, 0.0, 0.0], [0.0, 0.0, 0.0]],
  "mulliken_charge": [-1.097, 0.274, -0.384, 1.203, -0.641, 0.366, -0.808, -0.547, -0.543, -0.790, 0.664, -0.583, 0.153, -0.195, -0.674, -0.106, 0.230, -0.221, -0.771, 0.709, -0.526, -0.959, 0.361, 0.431, 0.273, -0.828, 0.315, -0.695, 0.277, -0.378, -0.705, -0.694, 0.597, 0.216, 0.369, 0.291, 0.383, 0.584, 0.424, 0.481, 0.257, 0.447, 0.423, 0.390, 0.390, 0.397, 0.476, 0.364, 0.400],
  "e_tot_ev": -32293.638,
  "largest_force_ev_per_a": 0.6,
  "homo_lumo_gap_ev": 7.896,
  "spin_multiplicity": 1,
  "smiles": "COc1cc2ccccc2cc1C(=O)Nc1ccc(N2CCOCC2)cc1",
  "lumo_ev": 0.5,
  "e_above_lowest_kcal_mol": 55.85
}